This record from OMol25 describes an isolated molecule of FNO3S. The level of theory is ωB97M-V/def2-TZVPD.

Each line ends with the Löwdin charge.
Geometry (Å):
N  -0.965491  0.944813  -0.528790  0.012
O  -1.772535  0.981502  -1.351627  0.126
O  1.624082  0.442413  0.834843  -0.390
O  -0.113411  -0.228527  -0.715587  -0.384
F  0.130225  -1.409321  1.525203  -0.360
S  1.097130  -0.730881  0.235958  0.997

Atomic forces in eV per Å
-1.164 1.328 0.242
1.021 -0.388 0.639
0.835 0.188 0.275
0.269 -2.007 -1.044
1.103 0.759 -1.921
-2.065 0.119 1.810

Calculated values
- 2S+1 = 1
- HOMO level (eV) = -11.319
- charge = 0
- lowest unoccupied orbital energy (eV) = -1.12



This record from OMol25 describes a cluster of 2 separate species, C24H21NO2 in total. The level of theory is ωB97M-V/def2-TZVPD.

Each line ends with the Löwdin charge.
Geometry (Å):
C  -0.019955  0.160092  2.408839  -0.493
N  1.094058  -0.061381  2.101457  -0.250
C  -4.409268  -1.699019  10.703486  -0.052
O  -5.279150  -1.935481  9.570085  -0.075
C  -4.955284  -1.372471  8.372777  -0.246
C  -5.801273  -1.655847  7.276493  0.011
C  -5.524339  -1.170317  6.019667  -0.010
C  -4.451286  -0.273102  5.823899  -0.184
C  -4.119084  0.262959  4.514409  -0.068
C  -4.177212  -0.569706  3.375852  0.001
C  -3.934394  -0.126026  2.083101  0.058
C  -3.931101  -0.982127  0.917058  -0.191
C  -3.661356  -0.445217  -0.373854  -0.001
C  -3.655271  -1.277694  -1.486148  -0.065
C  -3.922045  -2.648465  -1.371698  -0.052
C  -4.232872  -3.174089  -0.113746  -0.066
C  -4.248650  -2.367055  1.024930  -0.003
C  -3.747993  1.668948  4.424612  -0.194
C  -4.523745  2.650636  5.091314  -0.011
C  -4.224929  3.979270  4.941725  0.004
C  -3.067383  4.381887  4.232795  -0.243
O  -2.839618  5.722676  4.171302  -0.083
C  -1.669460  6.226991  3.481659  -0.049
C  -2.249378  3.400927  3.618638  0.023
C  -2.630806  2.068339  3.670647  -0.031
C  -3.655337  0.074610  6.937829  0.013
C  -3.846936  -0.522588  8.167695  0.004
H  -4.894647  -2.240044  11.516271  0.094
H  -3.404661  -2.108847  10.531189  0.100
H  -4.347718  -0.631793  10.955601  0.097
H  -6.674360  -2.275863  7.447418  0.122
H  -6.155058  -1.418811  5.166496  0.124
H  -4.441979  -1.617855  3.574342  0.113
H  -3.779707  0.949031  1.891670  0.130
H  -3.493098  0.634285  -0.470926  0.125
H  -3.445117  -0.854958  -2.459168  0.106
H  -3.889675  -3.288423  -2.251529  0.111
H  -4.472722  -4.227459  -0.023003  0.105
H  -4.550312  -2.791030  1.988999  0.108
H  -5.407320  2.340335  5.650769  0.127
H  -4.863608  4.751622  5.359487  0.122
H  -1.759947  7.305181  3.615196  0.091
H  -0.742057  5.870819  3.950862  0.101
H  -1.684914  5.983085  2.409927  0.099
H  -1.345004  3.696747  3.088286  0.116
H  -2.039771  1.314576  3.138270  0.018
H  -2.827148  0.775768  6.822796  0.136
H  -3.164359  -0.335163  8.989292  0.108

Atomic forces in eV per Å
0.790 -0.129 -0.333
-1.247 0.250 0.347
-0.361 -0.149 -0.335
0.568 0.436 -0.387
0.226 0.235 -0.179
-0.051 -0.224 0.475
0.409 0.294 -0.076
-0.064 0.009 0.424
-0.096 0.469 -0.445
-0.032 0.071 -0.096
-0.298 -0.063 0.231
-0.226 -0.591 -0.439
-0.246 -0.226 0.743
-0.036 -0.094 0.048
0.091 0.602 0.532
-0.035 0.147 0.267
0.104 0.391 -0.543
0.197 -0.035 0.091
0.101 -0.449 -0.111
0.310 0.508 -0.089
0.348 -0.314 -0.380
0.250 -0.662 -0.149
-0.447 -0.122 0.309
-0.435 0.787 0.218
-0.038 -0.015 -0.107
0.039 -0.002 -0.418
-0.616 -0.429 0.521
0.173 0.115 -0.062
-0.263 0.105 -0.039
-0.056 -0.232 -0.155
0.113 -0.017 0.008
0.041 -0.016 0.294
0.388 0.535 -0.238
-0.035 -0.679 0.211
0.108 -0.523 0.007
0.030 -0.001 -0.006
-0.047 0.141 0.222
0.022 0.072 0.028
0.306 0.106 -0.508
0.243 0.124 -0.089
0.125 -0.101 0.017
0.173 -0.133 -0.117
-0.279 -0.003 -0.138
-0.047 -0.054 0.331
-0.228 -0.225 0.093
0.312 0.193 0.324
-0.216 -0.246 -0.118
-0.069 0.144 -0.185

Calculated values
- 2S+1 = 1
- HOMO level (eV) = -7.141
- charge = 0
- lowest unoccupied orbital energy (eV) = -2.52



Computed values of E_tot (unit: eV) for the preceding records, in sequence: -21181.6736, -30809.2992.
Computed values of relative energy (zero: lowest compared OMol25 entry of this formula, charge and spin) (unit: kcal/mol) for the preceding records, in sequence: 2.4, 96.7.
Computed values of F_max (unit: hartree/bohr) for the preceding records, in sequence: 0.0535, 0.0256.